Record 1
Here is one molecule with the formula C13H12 at a distorted geometry from OMol25. Energies are from ωB97M-V/def2-TZVPD.

**Total energy**: -502.3737 Ha
**Net charge**: 0
**HOMO energy**: -9.24 eV
**Structure (SMILES)**: C#CC(C=C)(C=C)c1ccccc1
**LUMO**: 1.0 eV

Positions of all 25 atoms, in Å:
C 1.237 1.435 0.155
C 1.105 0.866 -2.624
C -0.171 -2.968 0.955
C -1.723 0.799 2.307
C -0.511 -0.566 0.608
C 1.937 2.140 -0.738
C -2.935 -0.909 -0.333
C -0.658 0.049 2.010
C 2.002 1.836 -2.129
C 0.272 -1.810 0.494
C -1.832 -0.698 0.136
C 0.350 0.185 -1.662
C 0.418 0.501 -0.342
H 0.394 -3.840 0.850
H 1.127 0.589 -3.674
H -1.190 -2.995 1.234
H 2.796 2.360 -2.612
H 1.267 -1.681 -0.060
H 1.600 1.413 1.259
H -1.660 1.149 3.238
H -2.493 0.947 1.568
H -3.861 -0.949 -0.773
H -0.358 -0.491 -2.036
H 2.762 2.748 -0.509
H 0.123 -0.108 2.681

Atoms 1-3, force components in eV/Å:
1.2 -0.2 3.9
1.6 0.7 0.7
0.2 1.3 -0.9



Record 2
Here is one molecule with the formula C23H23ClN2O4S from OMol25. Energies are from ωB97M-V/def2-TZVPD.

**Total energy**: -2159.1222 Ha
**Net charge**: 0
**HOMO energy**: -8.50 eV
**Structure (SMILES)**: Cc1ccc(N(CC(=O)Nc2cc(Cl)ccc2Oc2ccccc2)S(C)(=O)=O)c(C)c1
**LUMO**: 0.5 eV

Positions of all 54 atoms, in Å:
Cl 0.868 -2.819 -5.376
S -4.485 -0.011 0.568
O -2.540 -2.451 -1.641
O -4.538 1.382 0.890
O 1.803 -1.211 0.181
O -5.316 -0.922 1.299
N -0.611 -1.954 -0.530
N -2.918 -0.506 0.843
C -1.038 0.722 1.784
C -4.857 -0.231 -1.193
C -1.206 0.007 3.090
C -0.059 1.694 1.632
C -1.697 1.112 -0.502
C 3.110 0.806 -0.226
C -1.872 0.437 0.699
C 4.466 1.643 1.575
C 2.449 -1.973 -3.368
C 2.706 -0.252 0.577
C 0.099 2.400 0.449
C 1.096 3.513 0.346
C 1.169 -2.340 -3.747
C 1.650 -1.544 -1.143
C 4.037 0.603 2.382
C 0.361 -1.953 -1.529
C 2.686 -1.580 -2.062
C 3.162 -0.346 1.887
C -2.649 -1.921 0.712
C -0.725 2.086 -0.625
C 3.997 1.742 0.276
C -1.945 -2.171 -0.621
C 0.123 -2.345 -2.838
H 0.601 4.462 0.554
H 1.902 3.384 1.063
H -0.868 -2.648 -3.132
H -0.245 -1.653 0.366
H -5.918 -0.434 -1.255
H -0.887 0.642 3.912
H -4.291 -1.070 -1.581
H -0.612 2.615 -1.560
H 3.256 -1.998 -4.082
H 0.583 1.922 2.471
H -2.330 0.872 -1.341
H 4.389 0.524 3.399
H -3.620 -2.418 0.737
H 3.685 -1.308 -1.754
H -2.040 -2.275 1.550
H 2.823 -1.166 2.500
H -2.249 -0.266 3.233
H 5.158 2.378 1.958
H -4.616 0.690 -1.707
H 2.724 0.902 -1.230
H 4.317 2.558 -0.353
H -0.601 -0.901 3.115
H 1.516 3.569 -0.656

Atoms 1-3, force components in eV/Å:
-0.1 -0.1 -0.3
-0.3 0.1 0.0
-0.1 -0.1 -0.3



Record 3
Here is one molecule with the formula C4H8ClN at a distorted geometry from OMol25. Energies are from ωB97M-V/def2-TZVPD.

**Total energy**: -672.1003 Ha
**Net charge**: 0
**HOMO energy**: -9.95 eV
**Structure (SMILES)**: [H]/N=C/C(C)(C)Cl
**LUMO**: 1.0 eV

Positions of all 14 atoms, in Å:
Cl -0.046 0.139 2.544
N -0.972 -1.634 -0.805
C 1.303 0.026 0.024
C -0.066 -0.112 0.704
C -0.708 -1.347 0.390
C -1.196 1.043 0.105
H -0.915 -2.049 1.165
H 0.913 -0.205 -0.918
H -1.979 1.042 0.815
H 1.556 1.170 0.123
H -1.520 0.565 -0.792
H 2.054 -0.721 0.188
H -1.524 -2.438 -1.055
H -0.637 1.967 0.105

Atoms 1-3, force components in eV/Å:
0.2 -0.2 -0.9
0.0 1.1 -1.3
-1.4 3.0 1.2



Record 4
Here is a 2-piece molecular cluster, CH5BrSi overall at a distorted geometry from OMol25. Energies are from ωB97M-V/def2-TZVPD.

**Total energy**: -2904.4597 Ha
**Net charge**: 0
**HOMO energy (spin up / spin down)**: -7.58 / -10.39 eV
**LUMO (spin up / spin down)**: -0.3 / -0.7 eV

Positions of all 8 atoms, in Å:
Br -2.512 -1.115 1.384
Si -0.485 -0.958 0.368
C -0.140 0.909 0.725
H -0.610 -2.551 -2.686
H -0.077 1.170 1.766
H 0.004 -2.341 0.560
H 0.710 1.438 0.236
H -1.101 1.539 0.635

Atoms 1-3, force components in eV/Å:
0.3 -0.1 -0.2
-1.8 1.1 -0.6
-0.5 1.1 0.1



Record order is preserved below.
Energy relative to the best compared isomer or geometry (same formula, charge and spin): 1.583, 0.000, 0.992, 4.587 eV